Record 1
Here is a 2-piece molecular cluster, C2H4INS overall from OMol25. Energies are from ωB97M-V/def2-TZVPD.

Calculated values
Relative energy (zero: lowest compared OMol25 entry of this formula, charge and spin), kcal per mole: 54.85
E_HOMO (alpha / beta), Ha: -0.344 / -0.359

ORCA input file:
```
! wB97M-V def2-TZVPD RIJCOSX def2/J DEFGRID3
* xyz 0 1
C -0.349 -0.120 0.520
C -0.489 -0.052 -1.025
N -0.852 0.678 1.349
S 0.381 -1.583 1.176
I 3.454 0.159 -0.113
H 0.045 -0.836 -1.580
H 0.085 0.966 -1.423
H -1.457 0.070 -1.322
H -0.817 0.717 2.418
*
```

---

Record 2
Here is C22H18F5O2S3V as an isolated structure from OMol25. Energies are from ωB97M-V/def2-TZVPD.

Calculated values
E_HOMO (alpha / beta), Ha: -0.393 / -0.379

ORCA input file:
```
! wB97M-V def2-TZVPD RIJCOSX def2/J DEFGRID3
* xyz 1 2
V 0.144 -0.175 -0.067
F -3.786 -5.163 1.898
C -2.694 -4.428 1.745
C -2.741 -3.259 1.002
F -3.869 -2.855 0.431
C -1.577 -2.534 0.879
F -1.640 -1.362 0.136
C -0.361 -2.873 1.436
S 1.075 -1.863 1.225
C -0.354 -4.052 2.171
F 0.765 -4.472 2.750
C -1.498 -4.820 2.328
F -1.455 -5.937 3.039
O 1.749 0.871 -0.114
S 2.292 2.062 -0.955
C 2.423 3.431 0.214
C 1.290 4.455 0.101
C 0.136 4.327 1.092
C -0.659 3.030 1.155
S -1.756 2.502 -0.212
O -1.130 1.208 -0.756
C -1.498 3.712 -1.477
C -2.056 4.970 -1.290
C -1.877 5.931 -2.272
C -1.177 5.618 -3.432
C -0.667 4.342 -3.621
C -0.827 3.371 -2.641
C 3.980 1.632 -1.193
C 4.716 1.050 -0.166
C 6.041 0.736 -0.406
C 6.609 1.006 -1.649
C 5.860 1.580 -2.662
C 4.524 1.892 -2.442
H 3.372 3.897 -0.053
H 2.537 2.982 1.204
H 0.933 4.495 -0.930
H 1.740 5.432 0.285
H -0.531 5.177 0.949
H 0.539 4.446 2.103
H -1.327 3.049 2.017
H -0.012 2.158 1.293
H -2.635 5.202 -0.404
H -2.300 6.917 -2.142
H -1.052 6.368 -4.201
H -0.152 4.095 -4.539
H -0.447 2.369 -2.776
H 4.254 0.823 0.786
H 6.634 0.275 0.371
H 7.645 0.753 -1.828
H 6.306 1.774 -3.628
H 3.920 2.324 -3.230
*
```

---

Record 3
Here is a 2-piece molecular cluster, C4H14N2O2 overall from OMol25. Energies are from ωB97M-V/def2-TZVPD.

Calculated values
Relative energy (zero: lowest compared OMol25 entry of this formula, charge and spin), kcal per mole: 80.23
E_HOMO (alpha / beta), Ha: -0.493 / -0.485

ORCA input file:
```
! wB97M-V def2-TZVPD RIJCOSX def2/J DEFGRID3
* xyz 1 2
C 0.153 1.556 -1.008
O 1.407 2.169 -1.150
C 0.257 0.066 -0.852
C -1.257 -0.405 -0.560
C -1.399 -1.198 0.736
N -1.381 -0.401 1.911
N 0.921 -0.682 -1.891
H -0.456 1.981 -1.814
H -0.258 1.915 0.021
H 1.981 1.910 -0.391
H 0.671 -0.104 0.152
H -1.431 -1.274 -1.193
H -1.900 0.471 -0.604
H -0.726 -2.101 0.691
H -2.375 -1.764 0.780
H -1.264 0.612 1.807
H -2.118 -0.654 2.549
H 0.740 -0.213 -2.779
H 1.910 -0.678 -1.609
H 1.404 -0.283 1.810
H 2.782 -0.883 1.603
O 2.337 -0.040 1.793
*
```

---

Record 4
Here is one molecule with the formula C5H6O from OMol25. Energies are from ωB97M-V/def2-TZVPD.

Calculated values
Structure (SMILES): C#CCC(C)=O
Relative energy (zero: lowest compared OMol25 entry of this formula, charge and spin), kcal per mole: 53.11
E_HOMO, Ha: -0.357

ORCA input file:
```
! wB97M-V def2-TZVPD RIJCOSX def2/J DEFGRID3
* xyz 0 1
C -1.014 2.231 1.274
C -1.063 1.226 0.617
C -0.762 0.324 -0.485
C 0.687 -0.222 -0.319
C 0.908 -1.726 -0.194
O 1.614 0.538 -0.180
H -0.925 3.226 1.636
H -1.479 -0.452 -0.760
H -0.925 1.158 -1.197
H 1.893 -1.985 -0.597
H 0.138 -2.339 -0.670
H 0.928 -1.980 0.874
*
```

---

Record 5
Here is one molecule with the formula C8H8BrNO2 from OMol25. Energies are from ωB97M-V/def2-TZVPD.

Calculated values
Relative energy (zero: lowest compared OMol25 entry of this formula, charge and spin), kcal per mole: 77.46
E_HOMO, Ha: -0.253

ORCA input file:
```
! wB97M-V def2-TZVPD RIJCOSX def2/J DEFGRID3
* xyz 0 1
C -0.230 2.864 -0.219
C -0.949 1.707 0.009
C 1.091 2.597 0.132
C 0.016 0.656 0.308
C 2.463 0.537 0.771
C -0.114 -0.688 0.172
C 3.352 0.723 -0.249
C -1.274 -2.746 0.061
N 1.261 1.286 0.386
O 2.506 -0.062 1.829
O -1.291 -1.284 0.181
Br 4.899 -0.357 -0.215
H -0.732 3.793 -0.561
H -2.048 1.685 -0.156
H 1.766 3.417 0.163
H 0.900 -1.148 0.114
H 3.249 1.151 -1.137
H -0.480 -2.989 -0.484
H -2.179 -3.010 -0.280
H -1.137 -3.000 1.180
*
```

---

Record 6
Here is C30H24IN5O5Ru as an isolated structure from OMol25. Energies are from ωB97M-V/def2-TZVPD.

Calculated values
Relative energy (zero: lowest compared OMol25 entry of this formula, charge and spin), kcal per mole: 0.00
E_HOMO (alpha / beta), Ha: -0.396 / -0.407

ORCA input file:
```
! wB97M-V def2-TZVPD RIJCOSX def2/J DEFGRID3
* xyz 1 2
Ru -0.080 -0.147 0.187
C 0.971 2.231 -3.518
C -0.455 2.425 -3.097
N -1.259 3.097 -3.891
C -2.554 3.252 -3.544
C -3.128 2.682 -2.432
C -4.606 2.836 -2.173
O -4.901 3.257 -0.843
C -2.279 1.949 -1.577
C -2.807 1.226 -0.442
N -2.135 0.461 0.349
C -2.912 -0.209 1.350
C -4.174 -0.744 1.116
C -4.872 -1.353 2.148
C -4.318 -1.454 3.417
C -3.046 -0.953 3.659
C -2.376 -0.341 2.617
I -0.467 0.422 2.894
C -0.923 1.882 -1.872
O -0.045 1.345 -1.043
H 1.039 2.318 -4.599
H 1.344 1.257 -3.198
H 1.617 2.995 -3.075
H -3.153 3.850 -4.223
H -5.121 1.882 -2.303
H -5.025 3.525 -2.909
H -4.669 4.187 -0.754
H -3.865 1.345 -0.234
H -4.593 -0.715 0.118
H -5.855 -1.761 1.954
H -4.866 -1.933 4.218
H -2.588 -1.050 4.635
O -0.754 -3.310 -2.056
C -0.588 -2.618 -1.090
O -1.085 -1.410 -0.912
C 0.218 -3.057 0.109
C 0.458 -4.412 0.369
C 1.245 -4.730 1.432
C 1.856 -3.702 2.184
C 2.737 -3.997 3.253
C 3.363 -2.996 3.933
C 3.150 -1.654 3.553
C 2.295 -1.338 2.536
C 1.599 -2.355 1.844
N 0.715 -2.061 0.824
H 0.011 -5.149 -0.283
H 1.446 -5.763 1.689
H 2.916 -5.035 3.506
H 4.035 -3.224 4.749
H 3.680 -0.865 4.071
H 2.167 -0.312 2.235
N 3.536 3.937 -0.437
C 4.389 2.916 -0.704
O 5.585 3.054 -0.834
C 3.757 1.559 -0.865
C 4.338 0.658 -1.747
C 3.726 -0.563 -1.954
C 2.566 -0.854 -1.255
N 2.041 -0.021 -0.351
C 2.629 1.170 -0.173
H 3.919 4.866 -0.370
H 2.539 3.823 -0.446
H 5.255 0.935 -2.251
H 4.124 -1.283 -2.654
H 2.049 -1.790 -1.416
H 2.185 1.815 0.577
*
```

---

Which formula does entry 5 have? C8H8BrNO2

---

What is the formula in the fifth record? C8H8BrNO2